No. 1
Molecular formula: C10H19F3N2O4
Method: DFT, ωB97M-V/def2-TZVPD

Values from the calculation:
Strongest force on any atom, hartree/bohr: 0.094
Energy above the lowest of the compared OMol25 structures with the same formula, charge and spin, kcal per mole: 0.0
Electronic energy, eV: -29998.5145
Frontier orbital gap, eV: 9.31

Geometry as XYZ:
```
38
Properties=species:S:1:pos:R:3:forces:R:3
C -2.983779 2.071036 2.157500 0.85 0.22 -1.03
C -1.963668 2.775507 1.288281 0.55 0.40 -1.49
O -2.321572 3.544084 0.405905 -0.49 0.16 0.62
N -0.609479 2.492418 1.324543 -0.20 -0.78 0.57
C 0.116126 1.473704 2.064218 0.11 1.16 2.17
H -3.275336 1.244209 1.509843 0.28 -0.78 0.52
H -3.910194 2.644795 2.131980 0.38 0.38 0.72
H -2.511851 1.820210 3.107483 -0.76 -0.32 0.10
H -0.101312 2.986705 0.605125 -0.25 -0.05 0.02
H 0.427441 1.905772 3.015270 -0.07 -0.15 0.43
H 1.051080 1.122408 1.627704 -0.15 0.71 -0.24
H -0.409159 0.531102 2.218099 -0.56 1.37 0.95
C 0.783396 -3.302349 1.282485 -0.51 -0.62 0.92
C 1.177104 -3.019980 -0.141400 -2.11 0.44 1.04
O 0.354385 -2.622723 -0.927747 -0.30 -1.65 -2.45
N 2.454579 -3.048324 -0.367997 3.86 -1.71 0.54
C 3.152872 -3.066977 -1.658167 -0.84 1.17 0.86
H 1.203380 -2.588416 1.991005 0.27 0.02 -0.13
H 1.068395 -4.308708 1.589285 0.32 -0.03 0.01
H -0.294592 -3.273956 1.441317 0.04 0.18 -0.44
H 2.954361 -3.415556 0.429161 0.34 0.07 -0.21
H 3.985620 -2.374679 -1.534275 -0.07 0.15 -0.52
H 2.348575 -2.671898 -2.278753 0.63 -0.08 -0.85
H 3.569050 -4.020228 -1.984049 -0.51 -0.19 0.19
C -0.309047 -0.421464 0.210903 0.66 -1.21 1.40
C 0.654924 0.423050 -0.656753 -1.12 -0.64 2.37
O -0.140237 0.680510 -1.748638 -1.03 2.82 -3.81
C -0.537104 1.983792 -2.069319 1.85 -0.67 4.10
O -0.306060 2.940494 -1.353450 -0.02 -1.35 -2.25
C -1.431901 2.039873 -3.274116 0.26 2.18 1.10
F -2.667107 2.325092 -2.848126 -0.16 -0.12 -0.34
F -0.993479 3.057043 -4.039371 -0.29 -0.09 -0.24
F -1.410142 0.953905 -3.937866 -0.35 -2.01 -1.59
H -0.242410 -1.477370 -0.051255 -0.46 1.31 0.16
H -1.386762 -0.258770 0.223269 0.06 1.06 -0.71
H -0.056674 -0.326539 1.267031 0.30 -1.28 -1.33
H 1.566143 -0.115235 -0.917580 -0.23 -0.31 -0.41
H 0.994433 1.297464 -0.101546 -0.27 0.25 -0.75
```
Forces are in eV/Å.

---

No. 2
Molecular formula: C25H20AuBrNO2P
Method: DFT, ωB97M-V/def2-TZVPD

Values from the calculation:
Strongest force on any atom, hartree/bohr: 0.019
Energy above the lowest of the compared OMol25 structures with the same formula, charge and spin, kcal per mole: 2.7
Electronic energy, eV: -114859.9450
Frontier orbital gap, eV: 8.95

Geometry as XYZ:
```
51
Properties=species:S:1:pos:R:3:forces:R:3
Au 0.272525 -0.353288 1.971020 0.12 -0.11 0.35
N -1.557158 1.115772 0.060314 -0.29 0.28 -0.04
C -1.408717 0.305040 -1.043675 0.17 -0.20 -0.18
C -2.488804 0.001876 -1.869041 -0.10 0.02 -0.04
C -2.329387 -0.841792 -2.949156 0.05 0.07 0.08
C -1.097913 -1.419481 -3.218562 0.05 -0.15 -0.15
C -0.023966 -1.161805 -2.390536 0.01 0.19 0.05
C -0.161463 -0.288156 -1.314767 -0.14 0.07 0.32
P 1.111997 -0.033870 -0.066488 0.37 -0.09 -0.48
C 1.754202 1.648768 -0.297745 -0.09 0.02 0.18
C 1.304766 2.544587 -1.260074 0.03 -0.18 0.02
C 1.871561 3.807815 -1.333920 0.05 0.14 -0.04
C 2.883426 4.174603 -0.461620 -0.02 0.04 -0.06
C 3.327831 3.282682 0.502843 0.08 -0.03 0.05
C 2.757719 2.028073 0.591529 -0.04 0.02 -0.05
C 2.493594 -1.059211 -0.629588 -0.10 -0.11 0.25
C 3.360468 -0.639108 -1.636429 -0.16 -0.02 0.11
C 4.333714 -1.504895 -2.101217 0.06 -0.01 -0.05
C 4.449914 -2.778436 -1.561774 0.01 0.02 -0.03
C 3.597288 -3.191711 -0.550719 0.08 -0.11 -0.02
C 2.621308 -2.331717 -0.078494 -0.04 0.11 -0.07
H -0.773192 1.700698 0.307095 -0.21 0.12 0.05
H -2.453935 1.566270 0.154142 0.05 0.04 0.09
H -3.454120 0.437391 -1.655748 -0.11 0.08 0.02
H -3.170242 -1.044290 -3.593381 -0.13 -0.05 -0.06
H -0.980780 -2.078847 -4.063826 0.01 -0.09 -0.07
H 0.926866 -1.642966 -2.571255 0.04 -0.01 -0.02
H 0.528368 2.252524 -1.955667 -0.05 -0.02 -0.03
H 1.528552 4.508593 -2.080303 -0.05 0.04 -0.07
H 3.331959 5.155454 -0.533094 -0.01 0.05 -0.01
H 4.117167 3.566213 1.182773 0.05 0.03 0.06
H 3.083167 1.321029 1.343653 0.07 0.03 0.10
H 3.267403 0.357564 -2.049809 0.01 -0.01 -0.03
H 5.000719 -1.189133 -2.890214 0.06 0.03 -0.03
H 5.212664 -3.447641 -1.930952 0.06 -0.06 -0.03
H 3.694929 -4.184639 -0.134345 0.00 -0.02 0.04
H 1.951877 -2.637891 0.715790 -0.02 -0.03 0.02
Br -1.788021 -2.775535 1.634531 -0.15 -0.01 0.06
C -3.000211 -1.391772 2.153259 0.09 -0.10 -0.08
C -4.115461 -1.213685 1.349571 0.03 -0.04 -0.04
C -5.055882 -0.259508 1.692258 -0.01 -0.04 -0.12
C -4.878919 0.503601 2.833871 0.06 0.08 0.05
C -3.767812 0.302270 3.632396 -0.01 0.01 -0.04
C -2.797415 -0.642955 3.301214 0.17 -0.08 0.26
C -1.641837 -0.840862 4.291182 -0.92 -0.15 -0.16
O -1.933485 -1.168373 5.422199 -0.03 0.03 0.15
O -0.456321 -0.607077 3.876605 0.93 0.15 -0.29
H -4.245058 -1.831247 0.473527 -0.01 -0.04 -0.06
H -5.935724 -0.132271 1.079393 -0.07 0.03 -0.08
H -5.614701 1.245677 3.106166 -0.06 0.05 0.06
H -3.653460 0.865663 4.547066 0.08 0.01 0.07
```
Forces are in eV/Å.

---

No. 3
Molecular formula: C4H5NOS
Method: DFT, ωB97M-V/def2-TZVPD

Values from the calculation:
Strongest force on any atom, hartree/bohr: 0.055
Energy above the lowest of the compared OMol25 structures with the same formula, charge and spin, kcal per mole: 52.0
Electronic energy, eV: -18599.6639
Frontier orbital gap, eV: 7.85

Geometry as XYZ:
```
12
Properties=species:S:1:pos:R:3:forces:R:3
C 1.191999 0.815400 0.104536 0.88 -1.21 0.15
C -0.273486 0.884457 -0.048212 -2.02 1.75 -0.52
C -0.978918 -1.445388 0.235394 -0.68 -2.21 0.85
C -2.224082 -0.637226 0.037448 -1.99 -0.28 -1.05
H 1.651318 1.759937 0.374534 -0.04 0.09 -0.06
H -0.641816 -1.486584 1.275861 0.11 -0.05 -0.40
H -0.823304 -2.335111 -0.369511 0.11 0.07 0.21
H -3.017483 -0.806356 -0.734502 1.03 -0.30 0.63
H -2.629480 -0.128003 0.872401 -0.15 0.49 0.91
N -0.971543 -0.232905 -0.426800 2.00 1.77 -0.93
O -0.853046 1.968018 0.044819 0.88 -0.89 0.18
S 2.049553 -0.551322 -0.047796 -0.13 0.77 0.04
```
Forces are in eV/Å.